{"formula": "C14H52N8O12", "method": "the ωB97M-V functional and the def2-TZVPD basis", "symbols": ["N", "C", "N", "O", "H", "H", "H", "H", "N", "C", "N", "O", "H", "H", "H", "H", "N", "C", "N", "O", "H", "H", "H", "H", "N", "C", "N", "O", "H", "H", "H", "H", "C", "C", "O", "H", "H", "H", "H", "H", "H", "C", "C", "O", "H", "H", "H", "H", "H", "H", "C", "O", "H", "H", "H", "H", "C", "O", "H", "H", "H", "H", "C", "O", "H", "H", "H", "H", "C", "O", "H", "H", "H", "H", "C", "O", "H", "H", "H", "H", "C", "O", "H", "H", "H", "H"], "xyz": [[-3.175, -4.421, -0.113], [-2.118, -3.706, -0.029], [-2.308, -2.426, -0.365], [-0.925, -4.219, 0.290], [-3.031, -5.488, -0.196], [-4.050, -4.053, 0.192], [-1.464, -1.762, -0.394], [-3.228, -1.955, -0.599], [3.553, -1.566, 1.939], [3.697, -0.597, 1.141], [4.434, 0.369, 1.620], [2.938, -0.502, -0.026], [2.725, -2.181, 1.812], [3.934, -1.602, 2.886], [4.573, 1.031, 0.792], [5.189, 0.216, 2.324], [-4.964, 2.164, 0.470], [-3.940, 1.759, -0.330], [-4.234, 0.988, -1.353], [-2.625, 2.152, -0.048], [-4.626, 2.765, 1.194], [-5.926, 1.775, 0.414], [-3.524, 0.695, -2.106], [-5.237, 0.990, -1.663], [3.464, 1.940, -1.392], [4.539, 2.506, -0.922], [5.438, 1.667, -0.391], [4.673, 3.864, -0.684], [2.720, 2.557, -1.761], [3.278, 0.959, -1.289], [6.310, 2.011, 0.091], [5.493, 0.619, -0.693], [1.496, 3.661, 0.754], [0.239, 3.770, 1.538], [0.354, 2.893, 2.620], [2.364, 4.035, 1.341], [1.447, 4.220, -0.219], [1.639, 2.623, 0.529], [-0.610, 3.351, 1.056], [-0.130, 4.739, 1.940], [-0.411, 3.046, 3.204], [1.481, -3.036, -3.161], [0.902, -1.997, -2.240], [-0.025, -1.307, -2.966], [2.127, -2.585, -3.853], [0.782, -3.544, -3.831], [2.043, -3.863, -2.721], [1.736, -1.374, -1.879], [0.505, -2.352, -1.271], [-0.216, -0.566, -2.479], [-3.361, 0.208, -4.269], [-2.656, -0.277, -3.151], [-2.500, 0.734, -4.840], [-4.245, 0.822, -3.986], [-3.624, -0.651, -4.755], [-2.431, -1.185, -3.429], [-2.880, -0.159, 2.763], [-4.071, 0.469, 3.274], [-2.400, 0.346, 1.920], [-3.144, -1.076, 2.269], [-2.153, -0.341, 3.629], [-4.504, -0.124, 3.805], [0.153, 0.236, 0.023], [-1.102, -0.044, -0.655], [0.589, -0.606, 0.554], [0.111, 0.802, 0.886], [0.774, 0.870, -0.583], [-1.527, 0.826, -0.742], [-0.422, 2.353, -2.463], [-0.639, 3.334, -3.373], [-1.398, 2.114, -2.084], [0.232, 2.786, -1.705], [-0.028, 1.425, -2.886], [-0.639, 4.191, -2.886], [0.529, -0.397, 3.651], [1.841, -0.442, 4.170], [-0.236, -0.684, 4.409], [0.338, -0.881, 2.670], [0.342, 0.599, 3.379], [2.507, -0.113, 3.557], [1.711, -3.977, 2.264], [1.382, -3.022, 1.267], [2.299, -4.757, 1.921], [0.835, -4.484, 2.448], [2.343, -3.778, 3.078], [0.679, -3.409, 0.691]], "mulliken_charge": [-0.4537, 0.5838, 0.1329, -0.7479, 0.2905, 0.1851, -0.3770, 0.1713, -0.1712, 0.2307, -0.4660, -0.4902, 0.4461, 0.2932, 0.2317, 0.2469, -0.4190, 0.3910, -0.1427, -0.5976, 0.2696, 0.1911, 0.1588, 0.2442, -0.1146, 0.4805, -0.5447, -0.7257, 0.1183, 0.1965, 0.2518, 0.3564, -0.1966, -0.0179, -0.4983, 0.3803, 0.2714, -0.4556, -0.1094, 0.3980, 0.2782, -1.7793, 1.7139, -0.6713, 0.4382, 0.4139, 0.3550, -0.4474, -0.4241, -0.0272, -1.0151, -0.3893, 0.2266, 0.3511, 0.4047, 0.2340, 0.1226, -0.5298, -0.1900, 0.2279, 0.0930, 0.2951, -0.4243, 2.5042, -0.4740, 0.7194, -0.0080, -1.6044, -0.0373, -0.6284, 0.3268, -0.1687, 0.1285, 0.3801, -0.5295, -0.6319, 0.3237, 0.2687, 0.3139, 0.2880, -1.2872, -0.6951, 0.3757, 0.4354, 0.4558, 0.2959], "max_force_ev_per_a": 8.120, "gap_ev": 9.000, "e_tot_ha": -1905.32562, "homo_ev": -8.90, "smiles": "NC(N)=O.NC(N)=O.NC(N)=O.NC(N)=O.CCO.CCO.CO.CO.CO.CO.CO.CO"}